Entry 1:
The molecule C5H5NS. Source: the Open Molecules 2025 dataset; level of theory: ωB97M-V with the def2-TZVPD basis set.

```
12
Properties=species:S:1:pos:R:3:forces:R:3
C 1.72455 0.28633 -0.15878 -2.2339 -0.2222 2.5227
C 0.63291 -0.81868 -0.07097 1.6339 -0.1281 -1.6457
C -0.65421 -0.47935 -0.07781 -0.9172 2.7136 1.6434
C -1.77785 -1.35964 0.06832 -0.5608 -0.1199 -0.5942
N -2.82286 -1.85065 0.08517 0.6189 -0.0439 0.1905
C -1.14045 1.03679 0.17876 1.0200 -3.9788 -1.4274
S -0.33558 2.37410 0.02108 0.1218 1.7858 0.0789
H 2.71565 -0.17332 -0.07409 -0.2405 0.4916 -0.1476
H 1.53504 1.00283 -0.99794 0.5782 -0.9442 0.7314
H 1.37137 0.90178 0.83984 1.8005 -1.1254 -2.2942
H 0.92533 -1.90293 -0.15918 -0.3129 1.2330 0.3576
H -2.17391 0.98273 0.34559 -1.5080 0.3386 0.5846
```
Positions in Å, forces in eV/Å.

The value obtained for the frontier orbital gap is 8.091 eV. For the maximum force, the calculation gives 0.085 Eh/bohr. The energy above the lowest of the compared OMol25 structures with the same formula, charge and spin is 51.9 kcal per mole. As for the SMILES: C/C=C(/C#N)C=S. For the HOMO energy, the calculation gives -9.03 eV.

Atomic partial charges in e from the Löwdin method, atoms 1 to 4: C -0.1357; C -0.0885; C -0.2762; C -0.2198

Entry 2:
A 2-piece molecular cluster, C5H5O2 overall. Source: the Open Molecules 2025 dataset; level of theory: ωB97M-V with the def2-TZVPD basis set.

```
12
Properties=species:S:1:pos:R:3:forces:R:3
C -0.28153 -1.24268 0.42764 1.0294 -2.8809 1.8487
C 0.18802 -0.26960 1.26861 1.7985 -0.2706 0.0295
C 1.59566 0.87507 -1.30225 1.5536 3.1186 0.7090
C -1.28396 -0.34399 -0.20299 0.8025 1.4428 -0.1010
C -0.52840 0.78689 0.67273 -1.3206 0.5021 -1.5191
O 2.22671 1.86504 -1.17852 -0.4760 0.1725 0.5260
O 1.31271 -0.13265 -1.74336 -1.3089 -3.0638 -0.9770
H 0.21749 -2.25782 0.24491 -1.1033 1.4219 -0.2137
H 1.09969 -0.19045 1.92093 -0.9929 -0.4125 -0.2534
H -1.04321 -0.24942 -1.25901 -0.4123 0.1913 -0.3737
H -2.37133 -0.37339 -0.03781 0.2948 -0.4513 0.1235
H -1.13187 1.53298 1.18911 0.1353 0.2300 0.2012
```
Positions in Å, forces in eV/Å.

Its charge is -1. The value obtained for the frontier orbital gap is 5.261 eV. For the maximum force, the calculation gives 0.070 Eh/bohr. The energy above the lowest of the compared OMol25 structures with the same formula, charge and spin is 74.7 kcal per mole. For the HOMO energy, the calculation gives -1.35 eV.

Atomic partial charges in e from the Löwdin method, atoms 1 to 4: C -0.2678; C -0.2787; C -0.5015; C -0.2701

Entry 3:
C5H5O3Sc as an isolated structure. Source: the Open Molecules 2025 dataset; level of theory: ωB97M-V with the def2-TZVPD basis set.

```
14
Properties=species:S:1:pos:R:3:forces:R:3
O -1.11467 2.00140 -0.13231 4.0971 3.0960 0.8949
C -1.55012 0.77273 -0.27612 -0.1881 -5.0881 -0.7867
O -1.79243 0.08060 0.93402 0.0951 0.7128 0.2420
Sc 0.76161 2.36387 0.17371 -3.1198 -1.5597 -0.6388
H -2.40011 0.68356 -0.97461 0.3568 0.3487 0.1076
O 3.21340 -0.08727 0.59021 -0.2254 0.7307 -0.5736
C 2.14567 0.15726 -0.10854 -1.2615 -0.8586 0.4877
C 0.96563 -0.07105 -0.42877 1.3141 0.8461 0.9496
C -0.38543 -0.51106 -0.62212 -1.8428 1.5596 -1.0789
C -1.08797 -1.12682 0.59328 -0.0234 -0.0652 0.5535
H 4.02259 0.10668 0.09641 0.5535 -0.0589 -0.0416
H -0.54563 -0.99956 -1.58895 0.1535 0.1485 0.1744
H -1.78776 -1.92814 0.31886 0.3036 0.2011 -0.0304
H -0.44479 -1.44220 1.42492 -0.2128 -0.0129 -0.2597
```
Positions in Å, forces in eV/Å.

Its charge is +2. The value obtained for the frontier orbital gap is 6.256 eV. For the maximum force, the calculation gives 0.101 Eh/bohr. The energy above the lowest of the compared OMol25 structures with the same formula, charge and spin is 10.9 kcal per mole. For the HOMO energy, the calculation gives -17.72 eV.

Atomic partial charges in e from the Löwdin method, atoms 1 to 4: O -0.1025; C -0.3519; O -0.0230; Sc 1.7977

Entry 4:
An isolated ion of composition C5H5O4PS and charge -2. Source: the Open Molecules 2025 dataset; level of theory: ωB97M-V with the def2-TZVPD basis set.

```
16
Properties=species:S:1:pos:R:3:forces:R:3
O 1.10489 2.43720 -0.08824 1.3306 0.3686 -1.9657
P 0.03305 2.24107 0.89881 -0.3223 -0.9179 0.6404
O -1.06005 3.23853 1.05344 -0.8261 1.3491 -0.1158
O 0.57743 1.71572 2.24613 -0.5865 -0.3756 0.0408
C -1.13667 0.66852 0.46797 2.2568 -1.1591 0.4104
O -1.55612 0.37246 1.80170 1.0942 0.2282 -0.6794
C -0.43596 -0.47974 -0.30517 0.2603 1.8445 3.0981
C 0.62601 -1.28400 0.07043 -0.7611 0.3579 -0.5002
C 1.04873 -2.08243 -0.99508 1.6038 -1.6327 0.1675
C 0.42876 -1.91260 -2.19049 -0.7182 1.1949 -1.5797
S -0.82167 -0.58238 -1.90913 1.1368 -2.1361 -2.0985
H -1.92963 0.97536 -0.13637 -1.5736 0.7976 -0.9359
H -0.75567 0.95877 2.14443 -0.8370 -1.2720 1.8716
H 1.23253 -1.22029 0.95320 -0.4988 0.1543 0.5973
H 1.86163 -2.83634 -0.77520 -0.7369 0.8727 -0.7520
H 0.78274 -2.20985 -3.23645 -0.8222 0.3254 1.8010
```
Positions in Å, forces in eV/Å.

Its charge is -2. The value obtained for the frontier orbital gap is 5.145 eV. For the maximum force, the calculation gives 0.070 Eh/bohr. The energy above the lowest of the compared OMol25 structures with the same formula, charge and spin is 6.6 kcal per mole. As for the SMILES: O=P([O-])([O-])[C@H](O)c1cccs1. For the HOMO energy, the calculation gives 0.05 eV.

Atomic partial charges in e from the Löwdin method, atoms 1 to 4: O -0.4254; P 0.0496; O -0.4321; O -0.4234